# 1
Below is a structure of composition C46H36AsCl3N4O3ReS2 in a non-equilibrium geometry, with properties calculated with ωB97M-V with the def2-TZVPD basis set.

CARTESIAN COORDINATES (ANGSTROEM)
Re  -0.619  -0.096  -0.320
O  2.633  2.266  -1.910
S  2.070  0.956  -1.833
O  1.127  0.575  -2.858
N  1.182  0.844  -0.384
C  1.516  1.692  0.674
C  2.728  2.312  0.908
C  2.893  3.155  2.016
C  1.873  3.394  2.896
C  0.624  2.771  2.700
C  -0.496  2.966  3.533
C  -1.686  2.359  3.218
C  -1.759  1.523  2.103
N  -0.713  1.274  1.327
C  0.463  1.911  1.595
C  3.334  -0.265  -1.713
C  3.058  -1.525  -2.218
C  4.043  -2.497  -2.159
C  5.274  -2.202  -1.589
C  5.532  -0.935  -1.081
C  4.562  0.050  -1.146
H  3.547  2.168  0.224
H  3.853  3.631  2.162
H  2.006  4.064  3.735
H  -0.413  3.606  4.402
H  -2.568  2.510  3.823
H  -2.695  1.050  1.832
H  2.095  -1.708  -2.669
H  3.851  -3.479  -2.570
H  6.043  -2.963  -1.548
H  6.498  -0.709  -0.650
H  4.764  1.053  -0.792
Cl  -5.300  -3.639  -4.385
C  -3.896  -2.995  -3.639
C  -3.984  -2.401  -2.389
C  -2.826  -1.894  -1.848
Cl  -2.795  -1.165  -0.269
C  -1.568  -1.921  -2.464
O  -0.510  -1.390  -1.878
C  -1.526  -2.557  -3.718
Cl  -0.023  -2.661  -4.542
C  -2.672  -3.074  -4.293
H  -4.929  -2.342  -1.866
H  -2.616  -3.540  -5.267
C  2.237  -5.862  0.561
C  1.837  -5.099  -0.523
C  1.214  -3.874  -0.322
C  1.007  -3.420  0.970
C  1.405  -4.187  2.066
C  2.019  -5.408  1.858
As  0.090  -1.769  1.399
C  -1.486  -2.461  2.300
C  -1.961  -3.708  1.896
C  -3.154  -4.197  2.406
C  -3.884  -3.443  3.314
C  -3.427  -2.192  3.700
C  -2.238  -1.695  3.187
C  1.321  -1.061  2.719
C  0.966  -0.729  4.020
C  1.931  -0.255  4.898
C  3.245  -0.111  4.478
C  3.600  -0.445  3.178
C  2.642  -0.916  2.297
H  2.715  -6.819  0.401
H  2.000  -5.462  -1.529
H  0.878  -3.279  -1.163
H  1.224  -3.827  3.072
H  2.321  -6.010  2.704
H  -1.399  -4.299  1.184
H  -3.510  -5.169  2.091
H  -4.809  -3.829  3.722
H  -3.997  -1.600  4.404
H  -1.899  -0.712  3.490
H  -0.049  -0.876  4.367
H  1.654  -0.011  5.915
H  3.996  0.247  5.170
H  4.628  -0.344  2.852
H  2.922  -1.202  1.287
N  -0.628  3.081  -3.028
C  -1.734  2.986  -2.333
S  -2.173  1.539  -1.474
N  -2.659  3.938  -2.256
C  -2.842  5.179  -2.921
C  -4.130  5.711  -2.866
C  -4.420  6.907  -3.494
C  -3.427  7.586  -4.187
C  -2.140  7.075  -4.214
C  -1.838  5.878  -3.580
H  -0.017  2.270  -3.099
H  -0.405  3.888  -3.586
H  -3.464  3.655  -1.716
H  -4.906  5.178  -2.328
H  -5.421  7.311  -3.439
H  -3.651  8.514  -4.694
H  -1.352  7.614  -4.722
H  -0.812  5.540  -3.584

As for the charge: +2. As for the multiplicity: 4. The LUMO energy (spin up / spin down) comes out at -5.55 / -6.94 eV. The HOMO-LUMO gap (spin up / spin down) is 7.36 / 6.12 eV. As for the expectation value of S²: 3.7826.

# 2
Below is a structure of composition C46H37ClFN4O2S2Sc, with properties calculated with ωB97M-V with the def2-TZVPD basis set.

CARTESIAN COORDINATES (ANGSTROEM)
Sc  -0.516  0.217  -1.098
Cl  -4.053  4.928  4.716
C  -2.966  3.799  3.912
C  -1.915  3.188  4.687
C  -1.067  2.330  4.115
C  -1.091  1.931  2.660
O  -1.320  0.497  2.565
C  -2.264  2.549  1.936
C  -2.660  2.218  0.648
N  -2.164  1.372  -0.235
C  -2.889  1.236  -1.462
C  -3.553  2.302  -2.087
C  -4.288  2.094  -3.242
C  -4.376  0.832  -3.807
C  -3.698  -0.261  -3.237
C  -3.745  -1.570  -3.768
C  -3.043  -2.597  -3.113
C  -2.308  -2.321  -1.996
N  -2.227  -1.082  -1.433
C  -2.934  -0.052  -2.044
C  -3.126  3.465  2.619
H  -1.824  3.438  5.738
H  -0.267  1.896  4.707
H  -3.580  2.725  0.348
H  -3.455  3.300  -1.679
H  -4.788  2.934  -3.711
H  -4.956  0.669  -4.709
H  -4.314  -1.757  -4.671
H  -3.042  -3.609  -3.501
H  -1.722  -3.094  -1.515
H  -3.953  3.890  2.061
C  0.375  -3.105  0.374
C  0.848  -2.141  -0.668
N  1.072  -0.825  -0.261
N  2.211  -0.294  -0.910
C  2.289  0.906  -1.361
S  1.121  2.213  -1.443
S  3.922  1.173  -2.101
C  3.776  -0.003  -3.474
C  4.535  -1.301  -3.351
C  4.672  -1.975  -2.142
C  5.341  -3.188  -2.090
C  5.887  -3.750  -3.238
C  5.754  -3.084  -4.449
C  5.083  -1.870  -4.497
C  1.044  -2.535  -2.050
C  1.531  -3.801  -2.409
C  1.694  -4.192  -3.730
C  1.352  -3.306  -4.747
C  0.841  -2.054  -4.433
C  0.672  -1.641  -3.109
O  0.136  -0.463  -2.852
H  0.866  -2.919  1.332
H  -0.710  -3.038  0.549
H  0.575  -4.137  0.080
H  2.711  -0.206  -3.595
H  4.113  0.518  -4.372
H  4.217  -1.543  -1.257
H  5.424  -3.707  -1.142
H  6.402  -4.702  -3.192
H  6.168  -3.510  -5.356
H  4.975  -1.354  -5.445
H  1.829  -4.484  -1.620
H  2.104  -5.168  -3.961
H  1.472  -3.594  -5.786
H  0.528  -1.363  -5.207
F  -2.945  -3.538  7.038
C  -2.317  -2.789  6.089
C  -1.522  -1.738  6.493
C  -0.890  -0.981  5.517
C  -1.047  -1.261  4.164
C  -0.389  -0.429  3.087
C  -1.851  -2.339  3.804
C  -2.496  -3.111  4.760
H  -1.409  -1.522  7.547
H  -0.265  -0.149  5.816
H  -0.079  -1.082  2.270
H  0.522  0.033  3.474
H  -1.982  -2.565  2.752
H  -3.128  -3.946  4.488
C  0.263  2.285  2.009
C  0.636  3.737  2.167
C  1.644  4.121  3.047
C  1.990  5.455  3.211
C  1.327  6.436  2.487
C  0.332  6.065  1.593
C  -0.007  4.730  1.432
H  1.058  1.687  2.460
H  0.247  2.046  0.941
H  2.164  3.357  3.614
H  2.778  5.727  3.904
H  1.591  7.480  2.610
H  -0.183  6.819  1.010
H  -0.772  4.445  0.722

As for the charge: -2. As for the multiplicity: 1. The LUMO energy (spin up / spin down) comes out at 4.14 / 4.14 eV. The HOMO-LUMO gap (spin up / spin down) is 4.35 / 4.78 eV. The energy relative to the best compared isomer or geometry (same formula, charge and spin) comes out at 88.8 kcal/mol.

# 3
Below is a structure of composition C46H37F3N4O5S2Ti in a non-equilibrium geometry, with properties calculated with ωB97M-V with the def2-TZVPD basis set.

CARTESIAN COORDINATES (ANGSTROEM)
Ti  0.073  -0.923  0.723
C  -0.120  -2.583  -3.256
C  0.197  -1.627  -4.201
C  0.367  -0.320  -3.780
C  0.286  0.048  -2.430
C  0.060  -0.936  -1.431
C  -0.194  -2.221  -1.920
C  0.303  1.524  -2.160
C  1.073  2.424  -2.963
C  0.971  3.761  -2.763
C  0.133  4.254  -1.733
C  -0.029  5.633  -1.455
C  -0.795  6.037  -0.399
C  -1.405  5.076  0.442
C  -1.273  3.741  0.184
C  -0.526  3.300  -0.936
N  -0.451  1.960  -1.192
H  -0.321  -3.608  -3.551
H  0.263  -1.880  -5.252
H  0.505  0.445  -4.531
H  -0.497  -2.992  -1.233
H  1.754  2.041  -3.707
H  1.541  4.458  -3.367
H  0.472  6.358  -2.087
H  -0.922  7.093  -0.191
H  -1.963  5.401  1.312
H  -1.677  2.999  0.865
N  1.116  -2.012  3.169
C  1.544  -0.950  4.091
C  0.392  -0.031  4.487
C  -0.401  0.627  3.376
O  -1.156  1.537  3.587
O  -0.253  0.074  2.173
H  0.380  -2.561  3.594
H  1.885  -2.646  2.991
H  2.323  -0.369  3.609
H  1.971  -1.365  5.008
H  0.771  0.778  5.111
H  -0.343  -0.578  5.087
O  1.326  1.830  0.938
S  2.513  1.041  1.029
O  3.290  1.194  2.234
N  2.105  -0.513  0.723
C  3.166  -1.454  0.811
C  4.495  -1.182  1.071
C  5.465  -2.205  1.129
C  5.134  -3.507  0.928
C  3.789  -3.828  0.643
C  3.368  -5.154  0.409
C  2.064  -5.402  0.117
C  1.168  -4.322  0.067
N  1.507  -3.078  0.295
C  2.812  -2.809  0.578
C  3.568  1.504  -0.318
C  4.304  2.674  -0.172
C  5.101  3.102  -1.222
C  5.172  2.354  -2.393
C  4.440  1.181  -2.521
C  3.624  0.753  -1.483
H  4.825  -0.174  1.257
H  6.490  -1.931  1.348
H  5.874  -4.297  0.974
H  4.096  -5.956  0.464
H  1.704  -6.404  -0.076
H  0.131  -4.513  -0.169
H  4.245  3.232  0.756
H  5.676  4.015  -1.124
H  5.804  2.686  -3.208
H  4.499  0.599  -3.433
H  3.037  -0.154  -1.575
O  -1.982  -0.493  0.278
S  -2.948  0.423  -0.434
C  -4.003  1.091  0.840
C  -3.859  0.678  2.149
C  -4.680  1.242  3.117
C  -5.617  2.204  2.765
C  -5.735  2.619  1.442
C  -4.918  2.068  0.470
C  -4.116  -0.696  -1.188
C  -4.647  -1.753  -0.461
C  -5.517  -2.623  -1.093
C  -5.850  -2.430  -2.433
C  -5.306  -1.375  -3.148
C  -4.422  -0.501  -2.524
H  -3.104  -0.053  2.404
H  -4.572  0.937  4.150
H  -6.251  2.645  3.524
H  -6.454  3.381  1.171
H  -4.989  2.392  -0.564
H  -4.368  -1.894  0.577
H  -5.937  -3.456  -0.543
H  -6.535  -3.113  -2.921
H  -5.557  -1.237  -4.192
H  -3.971  0.320  -3.072
F  -0.532  -3.711  1.993
C  -1.102  -2.606  1.428
F  -1.941  -2.169  2.429
F  -1.929  -3.139  0.481

As for the charge: 0. As for the multiplicity: 1. The LUMO energy comes out at -0.09 eV. The HOMO-LUMO gap is 7.89 eV.

Q: Which total energy values were calculated for the entries above? A: -182584.1880; -115971.6575; -117440.7368, in eV.